Entry 1:
ORCA calculation (the ωB97M-V functional and the def2-TZVPD basis) on a molecular structure, C41H32BBrF4N13SeV.

Atoms and positions in Å:
V  -0.04  -0.41  0.36
C  -0.95  -3.37  2.12
C  0.17  -2.49  2.55
C  0.96  -2.67  3.69
C  1.91  -1.67  3.68
C  2.94  -1.37  4.71
N  1.70  -0.93  2.57
N  0.62  -1.42  1.90
B  2.39  0.38  2.14
N  2.91  0.32  0.69
N  2.06  -0.04  -0.30
C  2.66  0.19  -1.46
C  2.03  -0.11  -2.77
C  3.94  0.73  -1.21
C  4.05  0.80  0.16
C  5.20  1.33  0.95
N  1.30  1.48  2.13
N  0.21  1.38  1.33
C  -0.47  2.52  1.44
C  -1.72  2.83  0.68
C  0.19  3.37  2.34
C  1.31  2.67  2.77
C  2.35  3.07  3.75
H  -0.59  -4.40  2.05
H  -1.76  -3.33  2.85
H  -1.33  -3.07  1.15
H  0.86  -3.46  4.42
H  3.04  -2.23  5.37
H  3.91  -1.16  4.27
H  2.64  -0.51  5.31
H  3.27  0.65  2.90
H  0.97  -0.32  -2.65
H  2.16  0.72  -3.47
H  2.50  -0.99  -3.22
H  4.67  1.01  -1.94
H  6.12  1.24  0.36
H  5.05  2.39  1.18
H  5.34  0.80  1.89
H  -1.72  2.33  -0.28
H  -2.60  2.53  1.25
H  -1.79  3.91  0.52
H  -0.11  4.35  2.65
H  2.08  4.03  4.19
H  2.43  2.32  4.55
H  3.32  3.15  3.28
Se  -2.36  -0.47  -2.21
C  -2.56  0.50  -3.71
N  -2.68  1.15  -4.67
C  -2.06  -0.54  1.07
C  -2.47  -0.51  2.51
C  -1.67  0.02  3.53
C  -2.10  0.08  4.84
C  -3.37  -0.38  5.18
C  -4.18  -0.93  4.19
C  -3.73  -0.99  2.89
C  -3.84  -0.24  6.52
N  -4.22  -0.08  7.60
H  -2.44  0.38  0.60
H  -2.63  -1.35  0.58
H  -0.67  0.38  3.32
H  -1.45  0.48  5.61
H  -5.16  -1.30  4.45
H  -4.37  -1.42  2.13
F  2.41  -5.13  1.91
C  3.26  -4.35  1.24
C  4.46  -4.04  1.81
F  4.75  -4.54  3.01
C  5.42  -3.22  1.16
C  5.08  -2.83  -0.16
C  3.84  -3.10  -0.69
F  3.58  -2.72  -1.94
C  2.87  -3.84  -0.01
C  1.51  -4.02  -0.52
C  0.73  -2.91  -0.71
N  0.08  -1.94  -0.68
C  0.93  -5.31  -0.55
N  0.47  -6.36  -0.60
F  5.97  -2.19  -0.90
C  6.61  -2.79  1.80
C  6.83  -2.91  3.19
N  7.03  -2.92  4.32
C  7.67  -2.13  1.13
N  8.58  -1.59  0.66
Br  3.04  5.41  -0.97
C  1.75  4.25  -1.73
C  1.13  4.56  -2.93
C  0.19  3.66  -3.41
C  -0.08  2.51  -2.67
N  0.52  2.23  -1.52
C  1.44  3.08  -1.07
H  1.37  5.47  -3.46
H  -0.32  3.83  -4.35
H  -0.81  1.80  -3.03
H  1.94  2.82  -0.14

## Properties
Electronic energy (eV): -235033.6985
2S+1: 4
Charge: -1
E_LUMO (spin up / spin down) (eV): 1.258 / -1.303
HOMO-LUMO gap (spin up / spin down) (eV): 6.18 / 3.61
ΔE to the lowest compared entry with this formula, charge and spin (kcal per mole): 0.00
Highest occupied orbital energy (spin up / spin down) (hartree): -0.181 / -0.181

Atomic partial charges in e from the Löwdin method, atoms 1 to 4:
1 V 0.841
2 C -0.002
3 C -0.294
4 C 0.028

---

Entry 2:
ORCA calculation (the ωB97M-V functional and the def2-TZVPD basis) on 5 unconnected molecules or ions with the total composition C41H32FNO19S2.

Atoms and positions in Å:
O  2.49  2.04  5.39
C  2.82  2.82  4.55
O  4.09  2.66  3.92
F  4.36  1.31  3.86
O  2.09  3.90  4.16
C  0.73  3.53  3.83
C  0.61  2.78  2.44
C  0.63  3.77  1.19
S  1.70  3.25  -0.21
C  1.51  1.47  -0.48
S  0.01  0.80  -0.16
N  2.53  0.61  -1.00
C  3.89  1.06  -0.68
C  4.86  1.02  -1.79
C  6.27  1.40  -1.61
C  6.74  1.85  -0.29
C  5.76  1.91  0.81
C  4.36  1.52  0.62
C  2.34  -0.79  -0.63
C  2.40  -1.34  0.72
C  2.17  -2.77  0.95
C  1.88  -3.67  -0.18
C  1.86  -3.15  -1.56
C  2.09  -1.73  -1.74
H  0.29  2.85  4.61
H  0.08  4.44  3.77
H  1.44  2.04  2.30
H  -0.35  2.20  2.46
H  -0.44  3.88  0.85
H  0.93  4.78  1.58
H  4.59  0.66  -2.81
H  6.99  1.32  -2.46
H  7.81  2.12  -0.14
H  6.15  2.26  1.80
H  3.61  1.55  1.45
H  2.61  -0.65  1.57
H  2.19  -3.18  1.98
H  1.67  -4.76  -0.01
H  1.66  -3.84  -2.44
H  2.08  -1.33  -2.79
C  8.20  5.21  5.82
C  7.02  4.80  5.36
C  5.87  5.74  5.21
O  4.81  5.34  4.77
C  6.07  7.14  5.61
C  7.26  7.55  6.07
C  8.41  6.61  6.19
O  9.48  7.03  6.60
O  7.47  8.82  6.44
O  6.81  3.51  5.02
H  9.04  4.53  5.94
H  5.23  7.81  5.51
H  8.40  8.86  6.73
H  5.88  3.45  4.72
C  -4.65  -1.72  -1.80
C  -4.76  -3.00  -1.43
C  -4.20  -3.48  -0.14
O  -4.33  -4.65  0.17
C  -3.50  -2.52  0.71
C  -3.39  -1.24  0.34
C  -3.98  -0.75  -0.94
O  -3.88  0.43  -1.23
O  -2.76  -0.34  1.11
O  -5.37  -3.91  -2.21
H  -5.06  -1.35  -2.74
H  -3.08  -2.89  1.64
H  -2.82  0.51  0.62
H  -5.31  -4.75  -1.72
C  -2.11  -3.68  -6.18
C  -1.48  -3.78  -5.01
C  -0.66  -4.98  -4.66
O  -0.10  -5.02  -3.58
C  -0.58  -6.06  -5.63
C  -1.21  -5.96  -6.81
C  -2.01  -4.75  -7.17
O  -2.55  -4.69  -8.26
O  -1.16  -6.95  -7.72
O  -1.56  -2.80  -4.08
H  -2.70  -2.81  -6.45
H  0.00  -6.94  -5.36
H  -1.69  -6.64  -8.48
H  -1.02  -3.11  -3.33
C  -8.53  -2.94  -1.52
C  -9.72  -3.31  -2.00
C  -10.82  -2.32  -2.20
O  -11.89  -2.69  -2.65
C  -10.56  -0.92  -1.83
C  -9.37  -0.56  -1.35
C  -8.26  -1.55  -1.18
O  -7.19  -1.16  -0.75
O  -9.11  0.72  -1.00
O  -9.99  -4.59  -2.32
H  -7.72  -3.65  -1.37
H  -11.37  -0.22  -1.96
H  -8.19  0.72  -0.69
H  -10.91  -4.59  -2.64

## Properties
Electronic energy (eV): -107807.4879
SMILES: O=C(OF)OCCCSC(=S)N(c1ccccc1)c1ccccc1.O=C1C=C(O)C(=O)C=C1O.O=C1C=C(O)C(=O)C=C1O.O=C1C=C(O)C(=O)C=C1O.O=C1C=C(O)C(=O)C=C1O
2S+1: 1
Charge: 0
E_LUMO (eV): -1.625
HOMO-LUMO gap (eV): 6.54
Highest occupied orbital energy (hartree): -0.300

Atomic partial charges in e from the Löwdin method, atoms 1 to 4:
1 O 0.186
2 C -0.485
3 O 0.033
4 F 0.009

---

Entry 3:
ORCA calculation (the ωB97M-V functional and the def2-TZVPD basis) on a molecular structure, C41H32N11O4Sc.

Atoms and positions in Å:
Sc  0.44  -0.36  -0.28
O  -2.94  -4.21  -2.31
C  -3.73  -3.14  -2.09
C  -5.03  -3.19  -2.60
C  -5.89  -2.13  -2.44
C  -5.48  -0.97  -1.77
C  -4.20  -0.90  -1.28
C  -3.30  -1.98  -1.43
C  -1.95  -1.82  -0.93
O  -1.54  -0.64  -0.54
N  -1.16  -2.88  -0.88
N  0.07  -2.53  -0.38
C  0.85  -3.48  -0.01
C  2.14  -3.10  0.59
C  2.93  -4.07  1.19
C  4.11  -3.67  1.80
C  4.44  -2.33  1.79
C  3.58  -1.44  1.17
N  2.45  -1.79  0.57
H  -2.09  -4.05  -1.86
H  -5.34  -4.09  -3.11
H  -6.89  -2.19  -2.84
H  -6.16  -0.14  -1.64
H  -3.85  -0.02  -0.76
H  0.55  -4.51  -0.11
H  2.62  -5.10  1.17
H  4.75  -4.40  2.28
H  5.35  -1.97  2.26
H  3.83  -0.38  1.16
C  2.30  1.76  -1.96
N  2.53  0.40  -1.43
C  2.87  -0.58  -2.47
C  1.58  -0.97  -3.13
N  0.44  -0.49  -2.69
C  -0.51  -0.90  -3.64
C  -1.85  -0.54  -3.77
C  -2.54  -1.06  -4.84
C  -1.91  -1.90  -5.78
C  -0.57  -2.21  -5.70
C  0.11  -1.68  -4.61
N  1.46  -1.69  -4.25
C  1.29  2.45  -1.10
N  0.28  1.80  -0.57
C  -0.41  2.74  0.21
C  -1.55  2.60  1.01
C  -1.97  3.73  1.69
C  -1.30  4.96  1.58
C  -0.19  5.11  0.78
C  0.23  3.97  0.10
N  1.31  3.75  -0.75
H  3.22  2.34  -2.04
H  1.89  1.67  -2.97
H  3.29  0.42  -0.75
H  3.55  -0.17  -3.23
H  3.38  -1.43  -2.01
H  -2.32  0.12  -3.06
H  -3.59  -0.82  -4.97
H  -2.49  -2.28  -6.61
H  -0.08  -2.82  -6.44
H  2.21  -2.12  -4.77
H  -2.08  1.66  1.07
H  -2.85  3.67  2.31
H  -1.68  5.81  2.13
H  0.31  6.06  0.68
H  1.97  4.44  -1.08
O  2.11  3.73  6.20
N  0.95  3.47  5.95
O  -0.01  3.90  6.53
C  0.69  2.47  4.89
C  -0.35  1.66  5.08
C  -0.64  0.63  4.13
C  -1.70  -0.27  4.35
C  -1.95  -1.24  3.42
C  -1.17  -1.27  2.27
N  -0.17  -0.42  2.02
C  0.12  0.51  2.97
C  1.25  1.41  2.77
N  1.97  1.25  1.64
C  3.01  2.04  1.46
C  3.39  3.05  2.35
C  2.65  3.23  3.48
C  1.55  2.38  3.73
H  -0.96  1.77  5.97
H  -2.29  -0.19  5.25
H  -2.74  -1.97  3.54
H  -1.37  -2.01  1.51
H  3.59  1.91  0.55
H  4.25  3.67  2.14
H  2.91  4.00  4.20

## Properties
Electronic energy (eV): -88310.4365
2S+1: 1
Charge: +2
E_LUMO (eV): -5.962
HOMO-LUMO gap (eV): 6.56
ΔE to the lowest compared entry with this formula, charge and spin (kcal per mole): 5.01
Highest occupied orbital energy (hartree): -0.460

Atomic partial charges in e from the Löwdin method, atoms 1 to 4:
1 Sc 1.089
2 O 0.083
3 C -0.258
4 C 0.006

---

Record order is preserved below.
Max |F|: 3.6 3.8 1.3 eV/A